Computed, not measured: a 2-piece molecular cluster, C9H24BN2O5 overall, with wB97M-V/def2-TZVPD.

```
41
Properties=species:S:1:pos:R:3:forces:R:3
C -1.034881 2.955747 0.464152 -0.029 -0.100 0.203
N -2.213287 2.983692 -0.390401 0.126 -0.262 -0.230
C -2.124101 3.894099 -1.530877 0.075 0.055 0.371
C -0.851586 3.837984 -2.376255 -0.299 0.752 -0.803
O 0.254048 4.394149 -1.747040 0.126 -0.422 0.193
B 1.474480 3.576139 -2.097806 0.072 -0.279 0.617
O 0.981327 2.640046 -3.151628 -0.087 0.194 -0.433
C -0.412109 2.534038 -3.085871 0.917 -0.387 0.639
C -0.819466 1.175501 -2.453078 -0.291 -0.321 -0.347
O 0.328972 0.516578 -1.925359 0.056 -0.019 0.145
O -0.209570 -0.572032 -1.140115 -0.355 0.158 0.164
H -0.763723 3.938307 0.869013 0.083 0.061 -0.041
H -0.168734 2.573142 -0.076047 -0.030 0.086 -0.018
H -1.227559 2.275575 1.298074 -0.042 -0.005 0.015
H -3.035942 3.187527 0.156157 -0.063 0.129 0.012
H -2.193147 4.940357 -1.194270 0.051 0.080 -0.072
H -2.978045 3.721923 -2.193096 -0.068 -0.137 0.013
H -1.112040 4.504687 -3.228648 -0.113 0.002 0.054
H 2.414160 4.267619 -2.492628 -0.110 0.051 -0.147
H 1.850896 2.924758 -1.080883 -0.079 0.194 -0.170
H -0.801103 2.530371 -4.108697 -0.226 0.025 -0.038
H -1.557499 1.275121 -1.664031 -0.040 0.151 0.113
H -1.256186 0.532315 -3.231610 0.062 -0.030 0.005
H 0.411461 -1.281937 -1.324084 0.290 -0.018 -0.232
C -0.157073 -2.668193 1.509093 -0.103 0.018 -0.018
C 0.188627 -4.149043 1.424613 0.097 0.162 -0.015
C 0.651898 -4.753310 2.756686 -0.068 -0.140 -0.042
O 1.977470 -4.427312 3.124688 0.011 0.053 0.067
C 2.135984 -3.189024 3.791356 0.085 -0.039 -0.031
N 1.161881 -4.348421 0.347195 0.014 -0.141 0.094
H 0.733540 -2.044558 1.582257 0.016 -0.008 -0.003
H -0.690834 -2.352172 0.614657 0.017 0.019 -0.007
H -0.793644 -2.456592 2.370712 0.019 -0.007 0.019
H -0.722306 -4.687780 1.143703 -0.011 -0.035 0.032
H 0.636989 -5.843473 2.665447 0.049 0.006 -0.007
H -0.040297 -4.482462 3.565638 -0.019 0.040 -0.024
H 1.289530 -2.985646 4.454555 -0.020 0.021 -0.006
H 2.248988 -2.357943 3.092353 -0.056 0.025 0.024
H 3.043044 -3.257589 4.391258 0.002 -0.018 0.000
H 1.323841 -5.341797 0.211435 -0.047 0.011 -0.053
H 2.055997 -3.980388 0.659384 -0.011 0.075 -0.045
```
Forces are in eV/Å.

As for the net charge: -1. The LUMO energy comes out at 2.54 eV.